82
Properties=species:S:1:pos:R:3 method="wB97M-V/def2-TZVPD" e_above_lowest_ev=0.4225 charge=+3 energy_ha=-5549.9680 e_lumo_ev="-9.970 / -9.964" orbital_gap_ha="0.2035 / 0.2038" multiplicity=1
Ti 3.27186 -7.65463 -12.49215
C 1.24904 -5.42875 -11.45281
C 1.89927 -5.28564 -10.00556
O 2.66329 -6.43699 -9.73466
C 2.10728 -7.48099 -8.84836
C 1.60069 -8.52701 -9.84493
O 2.62361 -8.90242 -10.76571
C 3.64570 -9.80731 -10.17827
C 4.92272 -9.05993 -10.14099
O 5.05104 -8.42398 -11.46995
C 6.27302 -7.72814 -11.73021
C 5.92113 -6.25090 -11.45625
O 4.65395 -5.99210 -12.13023
C 4.36337 -4.54917 -12.06822
C 3.03549 -4.55195 -12.70114
O 2.21209 -5.77591 -12.44713
H 0.68332 -4.48993 -11.64478
H 0.54320 -6.27765 -11.35009
H 1.10872 -5.14318 -9.23286
H 2.43875 -4.38035 -9.98415
H 1.32511 -7.17340 -8.18624
H 2.92712 -7.81040 -8.27693
H 0.84727 -7.98863 -10.48321
H 1.10109 -9.35547 -9.37437
H 3.63903 -10.58864 -10.91571
H 3.38329 -10.14557 -9.18289
H 5.78999 -9.73974 -9.91549
H 4.85928 -8.17993 -9.38256
H 6.53705 -7.91711 -12.77122
H 7.07161 -8.05746 -10.97285
H 6.71203 -5.65747 -11.92462
H 5.70933 -6.06912 -10.41637
H 4.97403 -4.09173 -12.82362
H 4.49228 -4.18917 -11.05557
H 3.08361 -4.52956 -13.80048
H 2.38017 -3.71382 -12.43988
N 4.45544 -7.16334 -20.97308
C 4.46923 -7.18164 -19.66507
C 3.67873 -6.28314 -18.97204
C 3.91563 -6.18455 -17.60464
C 4.74275 -7.06988 -16.95041
C 5.43418 -8.06298 -17.66351
C 5.23006 -8.10422 -19.03397
S 5.17014 -6.75548 -15.33856
O 4.77599 -5.46310 -14.89570
O 6.50439 -7.22096 -15.04364
N 4.11713 -7.78969 -14.23807
C 4.21614 -9.18409 -14.20065
S 5.47206 -10.13797 -14.90586
C 4.72164 -11.53500 -14.18082
C 3.68464 -11.19542 -13.42273
N 3.37628 -9.83045 -13.45898
H 3.75864 -6.61051 -21.41089
H 4.83834 -7.85762 -21.59028
H 2.94877 -5.70265 -19.50187
H 3.43794 -5.39455 -17.07900
H 6.06218 -8.82546 -17.13092
H 5.80530 -8.84310 -19.60113
H 5.11880 -12.54777 -14.47973
H 3.23124 -11.80013 -12.68993
C 0.98421 -5.55025 -15.09063
C 0.11607 -6.51027 -14.26170
As 0.92736 -8.15301 -13.76132
C 1.17882 -9.25298 -15.33626
C 0.26865 -8.79082 -16.45522
C -0.53440 -9.09417 -12.86185
C -1.77786 -9.33651 -13.76057
H 0.82009 -4.53251 -14.62530
H 0.63905 -5.45283 -16.08939
H 2.03235 -5.75625 -15.20647
H -0.81699 -6.75257 -14.81485
H -0.29140 -5.97677 -13.37481
H 0.93529 -10.25881 -15.00303
H 2.18436 -9.16353 -15.58182
H -0.80678 -8.86511 -16.25103
H 0.48380 -9.39177 -17.35501
H 0.38056 -7.76524 -16.62892
H -0.85949 -8.49914 -12.02574
H -0.24923 -10.09518 -12.60874
H -2.55869 -9.60952 -13.08850
H -1.54537 -10.02582 -14.50138
H -2.19536 -8.49616 -14.29999